(1)
The following is a DFT calculation (ωB97M-V/def2-TZVPD) of a single C4H8O2 molecule.

The structure (SMILES) is C/C(=C\O)CO. Its calculated total energy is -307.65276 a.u. The energy relative to the best compared isomer or geometry (same formula, charge and spin) is 1.624 eV. Its HOMO energy is -0.327 hartree. As for the orbital gap: 9.57 eV.

Structure (XYZ):
```
14
C4H8O2 | the OMol25 dataset | ωB97M-V/def2-TZVPD
C 1.443 -0.004 -0.340
C 0.108 0.033 0.361
C -0.607 1.153 0.510
O -0.307 2.368 -0.012
C -0.653 -1.249 0.515
O -1.171 -1.611 -0.763
H 2.072 -0.807 0.061
H 1.327 -0.204 -1.412
H 2.005 0.930 -0.215
H -1.542 1.171 1.067
H 0.341 2.225 -0.715
H -0.025 -2.085 0.831
H -1.467 -1.130 1.247
H -1.524 -0.790 -1.136
```

(2)
The following is a DFT calculation (ωB97M-V/def2-TZVPD) of a molecular structure, C5H4BaO4.

Its total charge is +2. Its calculated total energy is -518.54600 a.u. The energy relative to the best compared isomer or geometry (same formula, charge and spin) is 1.131 eV. Its HOMO energy is -0.509 hartree. As for the orbital gap: 3.09 eV.

Structure (XYZ):
```
14
C5H4BaO4 | the OMol25 dataset | ωB97M-V/def2-TZVPD
C -3.603 -1.923 0.552
C -4.585 -2.281 1.161
H -5.544 -2.353 1.646
H -2.946 -1.226 -0.016
O 0.537 0.127 -0.010
C -0.239 1.260 -0.300
O 0.402 2.352 -0.291
O -1.380 1.031 -0.625
Ba 2.392 3.298 -0.368
C 2.849 -0.224 -0.450
C 1.886 0.315 0.236
O 3.744 -0.887 -0.949
H 2.211 0.961 1.063
H 4.278 -0.450 -1.650
```